# C6H7AgLiO3

C6H7AgLiO3 as an isolated structure (wB97M-V/def2-TZVPD, the Open Molecules 2025 dataset).

Geometry as ORCA input:
```
! RIJCOSX wB97M-V def2-TZVPD def2/J DEFGRID3
* xyz 1 1
O 0.545 -2.610 2.004
C -0.467 -1.387 1.493
C -0.260 -2.302 0.308
O -0.130 -1.802 -0.838
H 1.320 -2.103 2.253
H -0.465 -0.768 2.398
H -1.573 -1.339 1.535
H -0.858 -3.241 0.356
Ag -0.863 -0.261 -2.354
C 0.969 0.710 1.342
C 0.650 1.516 0.283
C 0.283 2.113 -0.758
C -0.247 2.591 -1.926
O -0.530 1.822 -2.916
Li -0.606 2.176 -4.714
H 1.847 0.067 1.219
H 0.831 1.147 2.335
H -0.447 3.669 -2.022
*
```

LUMO energy (spin up / spin down): -4.5 / -4.5 eV
E_HOMO (spin up / spin down): -0.3771 / -0.3772 Ha
orbital gap (spin up / spin down): 5.8 / 5.8 eV
relative energy (zero: lowest compared OMol25 entry of this formula, charge and spin): 105.2 kcal/mol

# C26H40F9O10PS

A 6-piece molecular cluster, C26H40F9O10PS overall (wB97M-V/def2-TZVPD, the Open Molecules 2025 dataset).

Geometry as ORCA input:
```
! RIJCOSX wB97M-V def2-TZVPD def2/J DEFGRID3
* xyz 0 1
F -2.233 -6.124 -3.082
C -2.300 -5.287 -4.339
F -2.321 -6.330 -5.438
C -3.753 -4.509 -4.510
C -4.635 -4.769 -3.136
C -6.111 -4.057 -3.134
C -6.610 -3.478 -4.583
P -6.017 -1.653 -4.916
C -0.985 -4.387 -4.629
F -1.003 -3.875 -6.050
F 0.204 -5.319 -4.585
S -0.635 -2.944 -3.530
F 0.525 -3.939 -2.688
F -1.794 -3.338 -2.345
F -1.656 -1.856 -4.370
F 0.680 -2.512 -4.600
F -0.146 -1.634 -2.538
H -4.382 -5.018 -5.387
H -3.661 -3.380 -4.802
H -4.093 -4.448 -2.148
H -4.807 -5.936 -3.060
H -6.886 -4.870 -2.760
H -6.108 -3.198 -2.314
H -7.800 -3.398 -4.519
H -6.387 -4.171 -5.499
H -7.186 -1.012 -5.510
H -5.916 -1.035 -3.597
O -0.739 1.252 1.581
C 0.024 1.561 0.681
C 0.854 0.604 -0.121
C 1.852 1.524 -0.777
C 1.084 2.814 -0.895
O 0.209 2.837 0.232
H 0.215 0.106 -0.856
H 1.346 -0.127 0.524
H 2.223 1.154 -1.736
H 2.713 1.665 -0.113
H 0.479 2.856 -1.807
H 1.744 3.686 -0.867
O 3.778 0.608 -5.707
C 4.122 -0.388 -6.320
C 3.286 -1.615 -6.525
C 4.311 -2.625 -6.976
C 5.342 -1.766 -7.659
O 5.322 -0.523 -6.958
H 2.542 -1.416 -7.301
H 2.803 -1.922 -5.594
H 3.902 -3.404 -7.624
H 4.756 -3.113 -6.100
H 5.097 -1.578 -8.710
H 6.342 -2.205 -7.602
O 3.217 -0.461 0.813
C 3.810 -0.497 1.879
C 3.276 0.001 3.188
C 4.524 0.072 4.032
C 5.386 -1.011 3.438
O 5.050 -1.043 2.052
H 2.560 -0.726 3.581
H 2.811 0.982 3.076
H 4.337 -0.064 5.100
H 5.005 1.047 3.893
H 5.176 -1.994 3.871
H 6.452 -0.793 3.554
O 3.140 3.125 3.511
C 2.470 3.485 4.466
C 1.345 4.473 4.415
C 1.164 4.821 5.871
C 1.604 3.561 6.568
O 2.619 3.003 5.735
H 0.459 3.985 4.000
H 1.618 5.351 3.824
H 0.144 5.120 6.125
H 1.835 5.647 6.137
H 0.791 2.833 6.664
H 2.014 3.766 7.561
O -1.511 3.975 9.492
C -2.197 4.366 8.562
C -3.592 4.902 8.676
C -4.069 4.850 7.247
C -2.793 5.024 6.467
O -1.778 4.415 7.263
H -3.551 5.927 9.055
H -4.204 4.273 9.327
H -4.825 5.604 7.010
H -4.500 3.863 7.039
H -2.536 6.079 6.320
H -2.841 4.532 5.491
*
```

LUMO energy: -2.4 eV
E_HOMO: -0.3350 Ha
SMILES: FC(F)(CCCCP)C(F)(F)S(F)(F)(F)(F)F.O=C1CCCO1.O=C1CCCO1.O=C1CCCO1.O=C1CCCO1.O=C1CCCO1
orbital gap: 6.7 eV
relative energy (zero: lowest compared OMol25 entry of this formula, charge and spin): 152.3 kcal/mol